1.
# C12H10ClF3FeO2

A molecular structure, C12H10ClF3FeO2 in a non-equilibrium geometry (ωB97M-V/def2-TZVPD, the OMol25 dataset).

XYZ file:
```
29
Properties=species:S:1:pos:R:3
C 1.258 2.426 -0.655
C 2.324 2.189 0.238
F 2.742 -2.673 0.967
C 1.997 0.250 -0.995
H -2.109 -0.397 -2.463
H 3.728 0.449 0.395
C 0.297 -2.271 0.856
C -2.618 1.259 -1.031
C -2.126 -0.857 -0.285
C 2.818 0.869 -0.029
O -0.718 -2.892 0.460
H -2.002 -1.938 -0.301
H -2.863 2.097 -1.680
Cl -0.577 2.483 1.575
H -3.173 2.056 0.994
C 0.928 1.181 -1.342
F 1.473 -3.760 2.343
O 0.466 -1.068 1.184
H 0.240 1.071 -2.186
C 1.528 -3.258 1.064
F 1.446 -4.308 0.193
Fe -0.604 0.884 0.232
C -2.217 -0.032 -1.441
H 2.737 2.905 0.942
H 2.091 -0.769 -1.376
C -2.454 -0.071 0.865
C -2.764 1.255 0.388
H 0.710 3.358 -0.801
H -2.558 -0.435 1.889
```

The expectation value of S² is 8.77. As for the orbital gap (alpha / beta): 0.2774 / 0.2409 hartree. Its charge is -1. Its LUMO energy (alpha / beta) is 3.32 / 2.41 eV. For the HOMO energy (alpha / beta), the calculation gives -0.1554 / -0.1523 Ha. Its spin multiplicity is 6.

Here is what Mulliken gives for the atomic charges, in e: atom 1 (C): -0.705, atom 2 (C): -0.511, atom 3 (F): -0.235, atom 4 (C): -0.838, atom 5 (H): 0.450, atom 6 (H): 0.426, atom 7 (C): 0.511, atom 8 (C): -0.363, atom 9 (C): -0.134, atom 10 (C): -0.324, atom 11 (O): -0.742, atom 12 (H): 0.704, atom 13 (H): 0.432, atom 14 (Cl): -0.462, atom 15 (H): 0.547, atom 16 (C): -0.240, atom 17 (F): -0.289, atom 18 (O): -0.607, atom 19 (H): 0.692, atom 20 (C): 0.682, atom 21 (F): -0.266, atom 22 (Fe): 0.550, atom 23 (C): -0.591, atom 24 (H): 0.369, atom 25 (H): 0.442, atom 26 (C): -0.452, atom 27 (C): -0.986, atom 28 (H): 0.538, atom 29 (H): 0.403

2.
# C9H18N2O3S

A single C9H18N2O3S molecule in a non-equilibrium geometry (ωB97M-V/def2-TZVPD, the OMol25 dataset).

XYZ file:
```
33
Properties=species:S:1:pos:R:3
H 0.403 0.093 -2.582
C -0.659 -0.157 2.274
H -0.126 1.929 -2.612
C -1.160 2.001 -0.296
H 1.273 -2.348 1.191
O -2.528 -1.336 -0.217
H 0.382 2.362 1.273
H -0.531 -1.218 2.487
C -0.332 0.815 -2.263
H 2.530 -0.073 -1.368
H -1.409 0.126 1.553
H 1.457 -0.397 1.656
H -0.591 0.491 3.159
S -3.243 -0.294 -0.865
C 0.370 0.028 -0.053
O -0.568 3.035 -0.200
H 2.850 -1.266 -0.007
H 2.013 1.958 1.186
H 1.162 1.885 2.737
H 0.690 -3.446 -0.320
H -3.090 2.206 0.156
H 0.262 -1.606 -1.549
C 0.644 -2.454 0.209
C 0.852 -1.303 -0.669
H -0.408 -2.430 0.631
C 0.698 0.242 1.344
H 2.405 -2.028 -1.707
C 1.063 1.672 1.617
N -0.277 0.859 -0.834
N -2.362 1.551 -0.150
C 2.326 -1.140 -0.958
O -2.838 -0.138 -2.255
H -1.256 0.381 -2.569
```

As for the orbital gap: 0.3485 hartree. Its LUMO energy is 0.15 eV. For the HOMO energy, the calculation gives -0.3429 Ha.

Here is what Mulliken gives for the atomic charges, in e: atom 1 (H): 0.486, atom 2 (C): -0.965, atom 3 (H): 0.323, atom 4 (C): 0.216, atom 5 (H): 0.270, atom 6 (O): -0.380, atom 7 (H): 0.477, atom 8 (H): 0.296, atom 9 (C): -1.016, atom 10 (H): 0.296, atom 11 (H): 0.237, atom 12 (H): 0.573, atom 13 (H): 0.432, atom 14 (S): 0.564, atom 15 (C): 0.571, atom 16 (O): -0.628, atom 17 (H): 0.335, atom 18 (H): 0.378, atom 19 (H): 0.374, atom 20 (H): 0.389, atom 21 (H): 0.211, atom 22 (H): 0.732, atom 23 (C): -1.517, atom 24 (C): 0.252, atom 25 (H): 0.275, atom 26 (C): -0.152, atom 27 (H): 0.363, atom 28 (C): -1.736, atom 29 (N): 0.254, atom 30 (N): -0.457, atom 31 (C): -1.218, atom 32 (O): -0.587, atom 33 (H): 0.352

3.
# C20H23N3O2S

A single C20H23N3O2S molecule in a non-equilibrium geometry (ωB97M-V/def2-TZVPD, the OMol25 dataset).

XYZ file:
```
49
Properties=species:S:1:pos:R:3
C -0.913 -0.139 1.936
C 1.733 -0.278 5.863
H -1.036 0.486 -1.948
H 2.527 1.181 0.893
N 0.642 -0.885 5.079
H 2.081 0.797 3.185
H -1.385 -0.235 -0.178
H -2.833 -0.461 -9.512
H -0.430 0.899 4.881
H -1.360 -0.552 4.424
O 1.994 1.152 -1.630
C 1.494 0.863 1.137
N -2.016 0.102 -6.711
C -0.672 0.088 0.560
S -0.305 1.431 -8.175
C 1.378 -0.159 7.375
C 1.234 0.669 2.499
O -4.158 0.737 -8.537
C 0.946 1.727 -4.308
C 0.820 0.872 -1.357
H -2.638 1.277 -9.782
C -0.369 -0.068 4.390
C 0.805 -2.321 4.698
H 0.476 0.454 7.509
C 0.545 -3.268 5.864
H 1.797 -2.493 4.328
H -1.867 -0.159 -4.027
H -0.334 -2.947 6.401
H 1.765 2.431 -6.199
H 0.397 -4.286 5.456
H 2.196 0.320 7.889
C 0.012 0.151 2.934
H -1.864 -0.564 2.205
C 0.558 0.640 0.094
H 1.888 0.755 5.523
C -1.021 0.593 -5.863
C -1.792 0.561 -7.923
H 0.073 -2.566 3.921
C 0.993 1.889 -5.694
H 1.224 -1.120 7.830
C -0.056 0.976 -3.679
H 1.395 -3.255 6.540
H -4.241 0.308 -7.650
H 2.641 -0.850 5.796
N -0.136 0.746 -2.326
H 1.711 2.219 -3.725
C -0.011 1.337 -6.452
C -2.825 0.529 -9.054
C -1.065 0.415 -4.480
```

As for the orbital gap: 0.3041 hartree. Its LUMO energy is 0.28 eV. For the HOMO energy, the calculation gives -0.2938 Ha.

Here is what Mulliken gives for the atomic charges, in e: atom 1 (C): -0.955, atom 2 (C): -0.684, atom 3 (H): 0.113, atom 4 (H): 0.360, atom 5 (N): 0.464, atom 6 (H): 0.233, atom 7 (H): 0.259, atom 8 (H): 0.227, atom 9 (H): 0.423, atom 10 (H): 0.336, atom 11 (O): -0.675, atom 12 (C): -0.670, atom 13 (N): -0.673, atom 14 (C): -0.864, atom 15 (S): -0.240, atom 16 (C): -1.283, atom 17 (C): -0.090, atom 18 (O): -0.553, atom 19 (C): -0.288, atom 20 (C): 0.588, atom 21 (H): 0.373, atom 22 (C): -1.290, atom 23 (C): -0.626, atom 24 (H): 0.265, atom 25 (C): -1.190, atom 26 (H): 0.369, atom 27 (H): 0.385, atom 28 (H): 0.321, atom 29 (H): 0.414, atom 30 (H): 0.395, atom 31 (H): 0.442, atom 32 (C): 1.296, atom 33 (H): 0.277, atom 34 (C): 0.541, atom 35 (H): 0.342, atom 36 (C): -0.392, atom 37 (C): 0.624, atom 38 (H): 0.400, atom 39 (C): -0.737, atom 40 (H): 0.301, atom 41 (C): 0.420, atom 42 (H): 0.252, atom 43 (H): 0.332, atom 44 (H): 0.407, atom 45 (N): -0.022, atom 46 (H): 0.415, atom 47 (C): 0.558, atom 48 (C): -0.403, atom 49 (C): -0.498

4.
# C6H14N2O

3 unconnected molecules or ions with the total composition C6H14N2O in a non-equilibrium geometry (ωB97M-V/def2-TZVPD, the OMol25 dataset).

XYZ file:
```
23
Properties=species:S:1:pos:R:3
H 0.552 1.420 0.148
H -2.136 1.513 -0.741
H 0.412 2.203 1.796
C -1.955 1.157 -1.763
C 1.780 0.609 1.669
C 2.467 -0.432 0.923
H -2.679 0.287 -1.908
H -2.555 -0.237 1.622
C -1.912 -1.401 0.104
H 3.204 -0.988 1.490
H 0.170 -1.525 -0.094
H -0.763 -2.662 -0.989
H -0.854 -0.127 1.368
H 1.781 -0.019 -1.037
N -1.742 -0.590 1.149
C 0.845 1.427 1.185
H 2.150 0.772 2.675
H -2.083 2.011 -2.430
O -0.639 0.691 -1.936
N -0.750 -1.834 -0.420
C 2.372 -0.645 -0.389
H -0.602 -0.204 -1.551
H 2.936 -1.426 -0.871
```

As for the orbital gap: 0.3168 hartree. Its LUMO energy is 0.26 eV. For the HOMO energy, the calculation gives -0.3072 Ha.

Here is what Mulliken gives for the atomic charges, in e: atom 1 (H): 0.328, atom 2 (H): 0.227, atom 3 (H): 0.277, atom 4 (C): -0.652, atom 5 (C): 0.238, atom 6 (C): 0.198, atom 7 (H): 0.297, atom 8 (H): 0.226, atom 9 (C): -0.419, atom 10 (H): 0.318, atom 11 (H): 0.174, atom 12 (H): 0.163, atom 13 (H): 0.144, atom 14 (H): 0.372, atom 15 (N): -0.127, atom 16 (C): -1.158, atom 17 (H): 0.308, atom 18 (H): 0.265, atom 19 (O): -0.538, atom 20 (N): -0.240, atom 21 (C): -1.094, atom 22 (H): 0.447, atom 23 (H): 0.246

5.
# C6H8BrI

A single C6H8BrI molecule in a non-equilibrium geometry (ωB97M-V/def2-TZVPD, the OMol25 dataset).

XYZ file:
```
16
Properties=species:S:1:pos:R:3
C 0.502 1.375 -2.328
H 1.017 -1.575 2.168
H 0.091 -0.360 2.958
H 1.451 0.099 1.804
I 0.393 -2.058 -1.714
C 0.248 0.924 -0.967
H 0.036 0.601 -2.846
H -2.320 -1.101 0.231
C 0.126 -0.358 -0.565
H -1.935 -1.369 2.101
H -0.040 2.317 -2.654
Br 0.179 2.253 0.361
C 0.612 -0.609 2.069
C -0.355 -0.660 0.834
C -1.642 -0.959 1.077
H 1.636 1.480 -2.530
```

The expectation value of S² is 2.01. As for the orbital gap (alpha / beta): 0.1809 / 0.2164 hartree. Its LUMO energy (alpha / beta) is 0.22 / -3.16 eV. For the HOMO energy (alpha / beta), the calculation gives -0.1730 / -0.3325 Ha. Its spin multiplicity is 3.

Here is what Mulliken gives for the atomic charges, in e: atom 1 (C): -1.066, atom 2 (H): 0.335, atom 3 (H): 0.429, atom 4 (H): 0.306, atom 5 (I): 0.095, atom 6 (C): 0.579, atom 7 (H): 0.352, atom 8 (H): 0.307, atom 9 (C): -0.421, atom 10 (H): 0.267, atom 11 (H): 0.344, atom 12 (Br): -0.105, atom 13 (C): -1.187, atom 14 (C): 0.431, atom 15 (C): -0.904, atom 16 (H): 0.239

6.
# C16H72IN3O26P

23 unconnected molecules or ions with the total composition C16H72IN3O26P in a non-equilibrium geometry (ωB97M-V/def2-TZVPD, the OMol25 dataset).

XYZ file:
```
119
Properties=species:S:1:pos:R:3
O -2.303 -4.504 5.133
C -0.520 -1.054 -2.159
H -3.278 -1.898 4.971
O -0.307 -3.763 6.280
C -0.405 1.512 -2.849
H -4.618 2.548 -2.105
C -1.095 -3.651 5.177
H -1.342 -0.957 -3.011
O 0.370 4.356 -4.577
H 0.135 2.553 -2.663
C -0.461 0.790 -0.238
H 3.028 -0.319 -6.536
H -4.945 3.322 -5.312
H 2.252 -4.075 2.612
O 7.714 -1.239 4.786
H -2.920 3.065 3.952
O -5.291 -1.926 6.854
H -1.456 0.186 -0.121
H -0.705 1.955 -0.267
O -2.603 -2.307 -4.259
H 0.360 -1.765 -2.510
H 0.120 4.994 -5.262
H -2.259 2.646 -1.887
C 0.130 0.396 -1.744
O 13.894 -2.553 3.599
H -5.097 -0.229 5.556
H 12.948 -2.623 3.799
P 2.679 -1.687 1.001
H -1.045 -1.625 -1.262
O -3.236 -6.390 7.221
H 1.077 0.662 -7.855
O -4.368 3.420 -1.762
H 2.718 2.943 -4.893
N 0.098 -0.277 1.771
O -4.645 -3.762 -4.874
H -4.752 -2.541 7.374
H 2.187 -3.683 4.279
H -1.836 0.783 2.459
H -2.416 -2.986 -4.926
H 2.486 -1.603 -5.912
H -0.828 0.351 -4.889
O 0.516 0.605 0.847
O -3.476 3.128 1.796
H -2.414 2.314 -3.736
O -5.721 5.729 -3.411
H -4.429 4.163 4.568
C 1.024 -1.489 2.009
C -0.663 -2.553 4.036
C -4.755 1.840 4.584
H 5.627 -2.553 -5.833
H -3.116 -2.777 -3.584
H -4.547 1.339 3.521
H 1.300 0.405 -1.777
C -1.144 -0.174 2.627
O 3.322 -6.521 4.966
H -3.313 3.122 5.820
H -6.552 5.521 -3.864
H 6.883 -1.446 4.333
O 5.205 -3.346 -6.196
O 10.819 -1.857 4.042
H 1.448 2.021 -7.266
H -5.590 -3.832 -4.674
H 4.400 -3.011 -6.617
H -5.891 2.134 4.590
H 1.740 -3.249 -0.278
H 1.011 0.561 -4.404
O -4.819 2.729 -4.557
H -2.123 5.563 -5.975
H 2.965 -5.997 4.233
C 0.729 -2.669 3.121
H -2.293 -0.236 6.424
H 0.152 3.455 2.461
H -3.706 6.009 -2.554
C -1.630 -1.254 3.761
H -5.988 6.322 -2.693
C -2.839 0.149 5.450
H 2.580 -7.082 5.236
H -4.480 1.088 6.799
H -5.347 -2.343 5.981
H 0.031 2.071 -5.081
O -3.650 6.426 -1.681
H -3.053 3.921 2.158
H -4.494 4.013 -2.517
C -2.032 1.824 -2.718
N -2.927 -1.031 4.507
O 11.055 -5.127 3.463
H -3.111 5.810 -1.162
H -2.697 -7.005 7.741
C -3.799 3.190 4.740
H -4.597 -3.054 -5.534
H 1.275 4.608 -4.341
O -1.380 6.124 -6.245
H 3.261 4.227 -5.517
H 13.942 -1.845 2.939
H 3.282 0.416 -9.268
O -0.566 2.804 2.435
H 3.653 1.775 -8.680
I 4.556 -1.952 2.642
H 10.540 -2.661 3.581
O 2.686 -1.196 -6.768
O 2.936 1.125 -8.706
H 10.321 -5.732 3.279
H -1.737 6.648 -6.978
H 11.333 -5.363 4.360
O 2.919 3.350 -5.749
O 2.675 -3.171 0.084
H -2.491 -4.807 6.087
O 0.730 1.371 -7.293
H 9.997 -1.356 4.159
N 1.612 -3.862 3.412
H -5.069 1.857 -4.900
H -4.281 3.464 1.375
H -3.292 -6.807 6.349
C -0.052 1.097 -4.411
H -0.219 2.095 1.872
C -4.363 0.697 5.701
H -2.677 0.862 -2.553
H 7.447 -0.645 5.504
H -2.120 0.973 4.978
```

As for the orbital gap: 0.2414 hartree. Its charge is +1. Its LUMO energy is -5.00 eV. For the HOMO energy, the calculation gives -0.4253 Ha.

These are the Mulliken partial charges, in e, on atoms 1 to 99: atom 1 (O): -0.478, atom 2 (C): -0.906, atom 3 (H): 0.286, atom 4 (O): -0.511, atom 5 (C): 0.282, atom 6 (H): 0.226, atom 7 (C): 0.186, atom 8 (H): 0.065, atom 9 (O): -0.475, atom 10 (H): 0.172, atom 11 (C): -0.526, atom 12 (H): 0.317, atom 13 (H): 0.260, atom 14 (H): 0.435, atom 15 (O): -0.578, atom 16 (H): -0.193, atom 17 (O): -0.615, atom 18 (H): 0.255, atom 19 (H): 0.094, atom 20 (O): -0.647, atom 21 (H): 0.149, atom 22 (H): 0.316, atom 23 (H): 0.349, atom 24 (C): 0.767, atom 25 (O): -0.635, atom 26 (H): 0.125, atom 27 (H): 0.352, atom 28 (P): 0.259, atom 29 (H): 0.296, atom 30 (O): -0.683, atom 31 (H): 0.266, atom 32 (O): -0.522, atom 33 (H): 0.317, atom 34 (N): 0.387, atom 35 (O): -0.629, atom 36 (H): 0.299, atom 37 (H): 0.337, atom 38 (H): 0.603, atom 39 (H): 0.309, atom 40 (H): 0.299, atom 41 (H): 0.208, atom 42 (O): -0.357, atom 43 (O): -0.509, atom 44 (H): 0.289, atom 45 (O): -0.615, atom 46 (H): 0.294, atom 47 (C): -0.176, atom 48 (C): 0.358, atom 49 (C): -0.269, atom 50 (H): 0.311, atom 51 (H): 0.317, atom 52 (H): 0.129, atom 53 (H): 0.508, atom 54 (C): -0.048, atom 55 (O): -0.637, atom 56 (H): 0.292, atom 57 (H): 0.268, atom 58 (H): 0.188, atom 59 (O): -0.640, atom 60 (O): -0.643, atom 61 (H): 0.283, atom 62 (H): 0.297, atom 63 (H): 0.344, atom 64 (H): 0.393, atom 65 (H): 0.350, atom 66 (H): 0.031, atom 67 (O): -0.518, atom 68 (H): 0.293, atom 69 (H): 0.324, atom 70 (C): -0.071, atom 71 (H): 0.285, atom 72 (H): 0.228, atom 73 (H): 0.335, atom 74 (C): -0.673, atom 75 (H): 0.320, atom 76 (C): -0.345, atom 77 (H): 0.320, atom 78 (H): 0.303, atom 79 (H): 0.311, atom 80 (H): 0.262, atom 81 (O): -0.617, atom 82 (H): 0.309, atom 83 (H): 0.233, atom 84 (C): -1.108, atom 85 (N): -0.065, atom 86 (O): -0.627, atom 87 (H): 0.299, atom 88 (H): 0.334, atom 89 (C): -0.593, atom 90 (H): 0.340, atom 91 (H): 0.197, atom 92 (O): -0.631, atom 93 (H): 0.290, atom 94 (H): 0.308, atom 95 (H): 0.276, atom 96 (O): -0.530, atom 97 (H): 0.273, atom 98 (I): 0.008, atom 99 (H): 0.322